(P)
{
  "formula": "C6H7N",
  "method": "the ωB97M-V functional and the def2-TZVPD basis",
  "homo_lumo_gap_ha": 0.2849,
  "lumo_energy_ev": 0.1046,
  "total_charge": 0,
  "symbols": ["N", "C", "C", "C", "C", "C", "C", "H", "H", "H", "H", "H", "H", "H"],
  "xyz": [[2.225, -2.285, 1.185], [1.518, -1.459, 0.763], [0.671, -0.449, 0.279], [-0.672, -0.236, 0.815], [-1.425, 0.504, -0.235], [-0.624, 0.744, -1.276], [0.778, 0.236, -1.069], [0.176, 0.487, 1.453], [-1.140, -0.986, 1.452], [-0.680, 0.768, 1.904], [-2.464, 0.791, -0.127], [-0.931, 1.275, -2.172], [1.074, -0.461, -1.865], [1.494, 1.071, -1.109]]
}


(Q)
{
  "formula": "C6H7N",
  "method": "the ωB97M-V functional and the def2-TZVPD basis",
  "homo_lumo_gap_ha": 0.3656,
  "lumo_energy_ev": 0.8771,
  "total_charge": 0,
  "symbols": ["N", "C", "C", "C", "C", "C", "C", "H", "H", "H", "H", "H", "H", "H"],
  "xyz": [[0.696, -1.319, -2.028], [1.756, -1.816, -2.108], [-0.234, -0.797, 0.778], [-1.276, -0.266, 0.110], [-1.033, 1.171, -0.098], [0.145, 1.501, 0.457], [0.765, 0.281, 1.077], [-0.080, -1.841, 1.026], [-0.134, -0.888, -1.655], [-2.148, -0.807, -0.247], [-1.703, 1.838, -0.631], [0.593, 2.488, 0.489], [1.760, 0.057, 0.667], [0.891, 0.397, 2.163]]
}


(Q) ends up most stable, edging out the next structure by 297.1 kJ/mol.


(P)
{
  "formula": "C6H7N",
  "method": "the ωB97M-V functional and the def2-TZVPD basis",
  "homo_lumo_gap_ha": 0.1751,
  "lumo_energy_ev": -2.7563,
  "total_charge": 0,
  "symbols": ["N", "C", "C", "C", "C", "C", "C", "H", "H", "H", "H", "H", "H", "H"],
  "xyz": [[0.907, -2.743, 0.474], [0.897, 0.530, -1.006], [0.297, -0.356, -0.129], [-0.739, 0.039, 0.688], [-1.362, 1.372, 0.538], [-0.661, 2.261, -0.275], [0.278, 1.773, -1.173], [0.701, -3.563, -0.081], [1.900, -2.575, 0.351], [0.519, -1.469, -0.159], [-1.319, -0.546, 1.397], [-2.225, 1.633, 1.156], [-0.971, 3.294, -0.215], [1.777, 0.350, -1.566]]
}


(Q)
{
  "formula": "C6H7N",
  "method": "the ωB97M-V functional and the def2-TZVPD basis",
  "homo_lumo_gap_ha": 0.2858,
  "lumo_energy_ev": -0.2025,
  "total_charge": 0,
  "symbols": ["C", "C", "C", "C", "C", "C", "N", "H", "H", "H", "H", "H", "H", "H"],
  "xyz": [[-1.276, -1.287, 1.074], [0.287, 0.080, 0.637], [-2.118, -2.211, 0.726], [0.951, 2.069, -0.467], [2.045, 1.164, -0.515], [0.522, 0.577, -0.612], [-2.712, -3.163, 0.184], [-1.582, -0.726, 1.971], [0.604, 2.378, 0.571], [0.717, 2.846, -1.184], [2.466, 1.228, -1.555], [2.719, 0.917, 0.347], [0.133, 0.282, -1.563], [-2.756, -4.153, 0.387]]
}


(P) ends up most stable, edging out the next structure by 137.7 kJ/mol.


(P)
{
  "formula": "C6H7N",
  "method": "the ωB97M-V functional and the def2-TZVPD basis",
  "homo_lumo_gap_ha": 0.3629,
  "lumo_energy_ev": 0.1040,
  "total_charge": 0,
  "symbols": ["C", "C", "C", "C", "C", "C", "N", "H", "H", "H", "H", "H", "H", "H"],
  "xyz": [[-0.032, -1.463, -0.255], [0.068, 0.051, -0.246], [-0.808, 0.695, -1.324], [1.425, 0.511, 0.140], [0.491, 0.667, 1.114], [-0.105, 0.873, 2.360], [-0.691, 1.073, 3.318], [-0.834, -1.974, -0.746], [0.180, -1.787, 0.755], [0.722, -1.806, -0.860], [-1.717, 0.640, -0.893], [-0.613, 0.181, -2.182], [-0.484, 1.692, -1.182], [2.399, 0.647, 0.001]]
}


(Q)
{
  "formula": "C6H7N",
  "method": "the ωB97M-V functional and the def2-TZVPD basis",
  "homo_lumo_gap_ha": 0.3468,
  "lumo_energy_ev": 1.2029,
  "total_charge": 0,
  "symbols": ["C", "C", "C", "C", "C", "N", "C", "H", "H", "H", "H", "H", "H", "H"],
  "xyz": [[-1.800, -0.030, -0.616], [-0.482, -0.553, -0.015], [0.934, -0.520, -0.674], [1.550, -0.290, 0.694], [1.089, 0.860, -0.141], [-0.205, 0.911, 0.592], [0.138, -0.278, 1.319], [-1.994, -0.760, -1.359], [-1.848, 0.970, -1.127], [-2.606, 0.021, 0.122], [1.386, -0.956, -1.560], [2.530, -0.491, 1.086], [1.591, 1.712, -0.563], [-0.258, -0.487, 2.301]]
}


(R)
{
  "formula": "C6H7N",
  "method": "the ωB97M-V functional and the def2-TZVPD basis",
  "homo_lumo_gap_ha": 0.3370,
  "lumo_energy_ev": 0.2927,
  "total_charge": 0,
  "symbols": ["C", "C", "C", "C", "C", "C", "N", "H", "H", "H", "H", "H", "H", "H"],
  "xyz": [[-0.102, -1.697, -1.300], [-0.330, -0.519, -0.408], [-0.232, 0.834, -0.769], [-0.319, 1.761, 0.255], [0.240, 1.287, 1.450], [0.140, -0.063, 1.691], [-0.477, -0.903, 0.853], [0.707, -1.481, -2.001], [-1.016, -1.966, -1.822], [0.203, -2.534, -0.661], [0.116, 1.191, -1.733], [-0.630, 2.798, 0.114], [0.975, 1.934, 1.906], [0.715, -0.633, 2.407]]
}


(R) ends up most stable, edging out the next structure by 208.4 kJ/mol.


(P)
{
  "formula": "C2H4S3",
  "method": "the ωB97M-V functional and the def2-TZVPD basis",
  "homo_lumo_gap_ha": 0.3577,
  "lumo_energy_ev": 0.4596,
  "total_charge": 0,
  "symbols": ["S", "C", "S", "C", "S", "H", "H", "H", "H"],
  "xyz": [[-0.007, 1.460, 1.329], [-0.369, 0.011, 0.226], [-1.680, 0.454, -0.969], [0.640, -0.792, -0.448], [-0.249, -1.713, 0.836], [0.305, 0.731, 2.419], [-0.848, 1.381, -1.705], [0.450, -0.989, -1.428], [1.758, -0.543, -0.260]]
}


(Q)
{
  "formula": "C2H4S3",
  "method": "the ωB97M-V functional and the def2-TZVPD basis",
  "homo_lumo_gap_ha": [0.2981, 0.2978],
  "lumo_energy_ev": [-0.3785, -0.3863],
  "total_charge": 0,
  "symbols": ["C", "C", "S", "S", "S", "H", "H", "H", "H"],
  "xyz": [[-0.819, -0.070, 0.077], [1.514, 0.534, 0.346], [-1.512, 0.776, -1.362], [-1.945, 1.083, 0.646], [-0.691, -1.829, -0.061], [2.000, -0.329, 0.146], [1.467, 0.855, 1.467], [1.675, 1.277, -0.408], [-1.689, -2.297, -0.851]]
}


(P) ends up most stable, edging out the next structure by 269.2 kJ/mol.


(P)
{
  "formula": "C10H18OSi",
  "method": "the ωB97M-V functional and the def2-TZVPD basis",
  "homo_lumo_gap_ha": 0.3088,
  "lumo_energy_ev": 0.4018,
  "total_charge": 0,
  "symbols": ["C", "C", "C", "C", "C", "C", "C", "C", "C", "H", "H", "H", "H", "H", "H", "H", "H", "H", "H", "H", "H", "H", "H", "C", "Si", "O", "H", "H", "H", "H"],
  "xyz": [[1.083, 2.031, -1.739], [0.878, 0.911, -0.797], [0.896, -0.388, -1.180], [0.639, -1.213, -0.055], [0.563, -2.739, -0.175], [0.374, -0.437, 1.015], [0.027, -0.874, 2.438], [0.591, 0.991, 0.705], [1.860, 1.586, 1.441], [1.547, 2.905, -1.373], [0.272, 2.541, -2.170], [1.689, 1.569, -2.554], [1.019, -0.790, -2.242], [1.445, -3.171, -0.224], [-0.203, -2.981, -0.910], [0.122, -3.024, 0.819], [0.259, -0.164, 3.182], [0.420, -1.893, 2.711], [-1.080, -0.812, 2.476], [-0.347, 1.527, 1.094], [1.567, 2.616, 1.811], [2.474, 1.870, 0.648], [2.354, 0.976, 2.151], [-2.570, 0.646, -0.991], [-2.731, -1.231, -1.026], [-3.815, -1.985, -0.247], [-2.297, 1.034, -1.948], [-3.430, 1.249, -0.786], [-1.848, 1.034, -0.174], [-1.758, -1.784, -1.900]]
}


(Q)
{
  "formula": "C10H18OSi",
  "method": "the ωB97M-V functional and the def2-TZVPD basis",
  "homo_lumo_gap_ha": 0.3592,
  "lumo_energy_ev": 0.6858,
  "total_charge": 0,
  "symbols": ["C", "C", "C", "C", "C", "C", "C", "C", "C", "C", "O", "Si", "H", "H", "H", "H", "H", "H", "H", "H", "H", "H", "H", "H", "H", "H", "H", "H", "H", "H"],
  "xyz": [[-2.941, 1.630, 0.009], [-1.610, 1.501, 0.049], [-3.810, 0.471, 0.066], [-3.440, -0.976, -0.441], [-1.234, -0.873, 1.030], [-1.906, -1.144, -0.267], [-1.126, 0.120, -0.067], [3.021, 1.064, -1.835], [2.741, -1.563, -0.236], [2.200, 1.242, 1.260], [0.504, 0.003, -0.830], [2.041, 0.198, -0.399], [-3.204, 2.704, -0.219], [-1.005, 2.387, -0.121], [-4.105, 0.455, 1.195], [-4.832, 0.759, -0.407], [-4.094, -1.769, -0.096], [-3.636, -0.978, -1.576], [-1.862, -0.655, 1.807], [-0.287, -1.301, 1.335], [-1.477, -1.949, -0.876], [3.526, 1.886, -1.385], [3.832, 0.434, -2.074], [2.254, 1.212, -2.708], [3.482, -1.729, 0.577], [1.940, -2.251, -0.187], [3.374, -1.714, -1.096], [1.407, 1.875, 1.505], [2.386, 0.625, 2.112], [3.052, 1.979, 1.202]]
}


(P) ends up most stable, edging out the next structure by 23.8 kJ/mol.


(P)
{
  "formula": "C3H4N2O",
  "method": "the ωB97M-V functional and the def2-TZVPD basis",
  "homo_lumo_gap_ha": 0.4186,
  "lumo_energy_ev": 0.8353,
  "total_charge": 0,
  "symbols": ["H", "N", "C", "O", "C", "C", "N", "H", "H", "H"],
  "xyz": [[2.359, -0.126, -0.932], [1.459, -0.009, -0.528], [1.216, -0.466, 0.620], [-0.038, -0.271, 1.021], [-0.744, 0.544, -0.160], [-2.009, -0.141, -0.166], [-2.988, -0.748, -0.196], [1.906, -0.980, 1.303], [-0.436, 0.657, -1.226], [-0.725, 1.539, 0.264]]
}


(Q)
{
  "formula": "C3H4N2O",
  "method": "the ωB97M-V functional and the def2-TZVPD basis",
  "homo_lumo_gap_ha": 0.3466,
  "lumo_energy_ev": 0.4170,
  "total_charge": 0,
  "symbols": ["O", "C", "C", "C", "N", "N", "H", "H", "H", "H"],
  "xyz": [[1.264, -0.875, 2.123], [0.126, -0.435, 1.632], [-0.892, -0.002, 1.160], [-1.019, 0.895, -1.960], [0.034, 0.350, -1.804], [1.028, -0.374, -1.699], [1.084, -1.501, 2.839], [-1.788, 0.350, 0.700], [-1.193, 1.917, -2.264], [1.356, -0.325, -0.729]]
}


(R)
{
  "formula": "C3H4N2O",
  "method": "the ωB97M-V functional and the def2-TZVPD basis",
  "homo_lumo_gap_ha": 0.3743,
  "lumo_energy_ev": 0.4883,
  "total_charge": 0,
  "symbols": ["C", "C", "C", "N", "N", "O", "H", "H", "H", "H"],
  "xyz": [[0.131, 0.145, 1.824], [0.742, 1.803, -1.982], [-0.742, -0.938, 0.030], [-0.032, 0.593, 2.875], [0.418, -0.447, 0.670], [1.440, 1.842, -2.880], [-0.501, -1.776, -0.705], [-1.511, -1.063, 0.846], [-1.040, -0.275, -0.763], [1.096, 0.116, 0.084]]
}


(S)
{
  "formula": "C3H4N2O",
  "method": "the ωB97M-V functional and the def2-TZVPD basis",
  "homo_lumo_gap_ha": 0.3119,
  "lumo_energy_ev": -0.7445,
  "total_charge": 0,
  "symbols": ["N", "C", "N", "C", "C", "O", "H", "H", "H", "H"],
  "xyz": [[-1.483, 1.125, 0.909], [-0.401, 0.381, 0.569], [-0.377, 0.085, -0.804], [0.634, -0.676, -1.069], [1.581, -1.386, -0.389], [0.466, -0.005, 1.361], [-2.177, 1.318, 0.203], [-1.679, 1.367, 1.866], [0.799, -1.070, -2.096], [2.637, -1.140, -0.550]]
}


(R) ends up most stable, edging out the next structure by 61.5 kJ/mol.